11
Properties=species:S:1:pos:R:3 method="wB97M-V/def2-TZVPD" lumo_energy_ev=-1.00 homo_energy_ev=-9.15 max_force_ev_per_a=1.020 de_lowest_kcal_mol=70.8 gap_ev=8.15
S -3.075 0.836 -0.366
S 1.958 1.952 0.619
O -3.836 -0.129 0.381
O -2.574 1.956 0.374
N 1.448 1.514 -0.860
C -0.098 -0.243 -0.278
C 0.606 0.606 -1.160
C -0.768 -0.924 0.455
H -1.312 -1.554 1.096
H 1.270 1.114 1.441
H 0.406 0.471 -2.218